Entry 1:
The following is a DFT calculation (ωB97M-V/def2-TZVPD) of the ion C11H25BClO2S with charge +1.

Output
highest occupied orbital energy: -13.392 eV
M: 267.7 g/mol
E_tot: -39937.838 eV
lowest unoccupied orbital energy: -3.3 eV
frontier orbital gap: 10.0692 eV

ORCA input file:
```
! wB97M-V def2-TZVPD RIJCOSX def2/J DEFGRID3
* xyz 1 1
C -0.768 -3.130 1.062
C -0.991 -3.677 -0.348
C 0.123 -3.260 -1.322
C -0.256 -2.056 -2.201
C 0.927 -1.132 -2.498
C 1.417 -0.371 -1.247
C 1.438 1.144 -1.457
C 2.063 1.922 -0.300
S 1.024 2.788 0.940
C -0.578 3.286 0.222
C -1.841 2.483 0.510
C -2.314 2.561 1.965
Cl -1.729 0.795 -0.043
B 0.772 1.498 2.365
O 0.706 2.124 3.544
O 0.667 0.176 2.127
H -1.568 -3.432 1.739
H -0.708 -2.037 1.054
H 0.174 -3.513 1.467
H -1.957 -3.319 -0.718
H -1.059 -4.765 -0.296
H 1.031 -3.032 -0.752
H 0.356 -4.106 -1.972
H -1.061 -1.489 -1.721
H -0.663 -2.417 -3.148
H 1.748 -1.726 -2.906
H 0.630 -0.412 -3.266
H 0.791 -0.630 -0.391
H 2.441 -0.679 -1.009
H 0.448 1.515 -1.724
H 2.078 1.342 -2.322
H 2.722 1.292 0.302
H 2.672 2.748 -0.668
H -0.720 4.287 0.634
H -0.403 3.410 -0.847
H -2.597 2.928 -0.139
H -3.394 2.686 1.999
H -2.087 1.639 2.502
H -1.849 3.398 2.490
H 0.869 1.546 4.307
H 1.448 -0.386 2.066
*
```

Entry 2:
The following is a DFT calculation (ωB97M-V/def2-TZVPD) of a structure of composition C11H25BF4MnNO2P2 in a non-equilibrium geometry.

Output
highest occupied orbital energy (spin up / spin down): -13.007 / -13.297 eV
M: 407.0 g/mol
E_tot: -78841.007 eV
lowest unoccupied orbital energy (spin up / spin down): -5.8 / -4.6 eV
relative energy (zero: lowest compared OMol25 entry of this formula, charge and spin): 0.0 kcal per mole
frontier orbital gap (spin up / spin down): 7.2235 / 8.6920 eV

ORCA input file:
```
! wB97M-V def2-TZVPD RIJCOSX def2/J DEFGRID3
* xyz 1 4
C -0.725 0.416 -4.316
C -0.217 0.078 -3.061
N -0.861 0.487 -1.942
C -1.971 1.255 -2.002
C -2.476 1.659 -3.235
C -1.855 1.228 -4.406
C 1.044 -0.745 -2.909
P 1.060 -1.624 -1.261
Mn -0.089 -0.011 -0.054
P -1.456 1.670 0.718
C -2.655 1.630 -0.698
O 3.634 0.714 -2.759
O 3.636 1.031 -0.100
H -0.203 0.025 -5.181
H -3.349 2.298 -3.216
H -2.248 1.523 -5.372
C 0.191 -3.199 -1.495
C 2.787 -2.082 -0.982
H -3.155 2.593 -0.773
H -3.388 0.848 -0.424
H 1.978 -0.106 -2.957
H 1.085 -1.513 -3.681
C -2.430 1.433 2.214
C -0.841 3.375 0.796
H 2.642 1.154 -0.060
H 3.849 0.580 0.739
H 3.879 0.826 -1.806
H 3.610 1.617 -3.115
H -1.359 -1.072 -0.057
H 1.232 1.034 -0.198
H 0.685 -3.824 -2.245
H 0.194 -3.715 -0.526
H -0.849 -3.019 -1.779
H 3.164 -2.693 -1.810
H 3.397 -1.177 -0.879
H 2.831 -2.652 -0.050
H -1.656 4.087 0.979
H -0.123 3.418 1.625
H -0.316 3.628 -0.129
H -3.176 2.227 2.331
H -2.908 0.450 2.181
H -1.733 1.422 3.059
F 0.258 -0.506 1.960
B -0.027 -1.077 3.491
F -1.369 -1.381 3.538
F 0.802 -2.166 3.534
F 0.324 0.007 4.252
*
```

Entry 3:
The following is a DFT calculation (ωB97M-V/def2-TZVPD) of a structure of composition C11H25CeClNO2P2 in a non-equilibrium geometry.

Output
highest occupied orbital energy (spin up / spin down): -4.001 / -4.003 eV
M: 440.8 g/mol
E_tot: -61422.470 eV
lowest unoccupied orbital energy (spin up / spin down): -0.7 / -0.6 eV
relative energy (zero: lowest compared OMol25 entry of this formula, charge and spin): 23.2 kcal per mole
frontier orbital gap (spin up / spin down): 3.3500 / 3.3587 eV

ORCA input file:
```
! wB97M-V def2-TZVPD RIJCOSX def2/J DEFGRID3
* xyz 0 2
C 0.815 -1.430 -2.638
C 0.860 -1.152 -1.275
N -0.270 -0.879 -0.573
C -1.471 -1.130 -1.158
C -1.566 -1.445 -2.509
C -0.413 -1.554 -3.279
C 2.216 -1.256 -0.596
P 2.467 -0.293 0.971
Ce -0.199 0.075 1.860
P -2.952 -0.063 1.135
C -2.754 -1.180 -0.343
O 2.553 3.966 -2.030
O -0.276 2.201 0.387
H 1.759 -1.566 -3.164
H -2.560 -1.595 -2.930
H -0.472 -1.756 -4.345
C 3.717 -1.311 1.817
C 3.443 1.133 0.386
H -3.598 -0.935 -1.007
H -2.911 -2.210 0.031
H 2.959 -0.958 -1.264
H 2.414 -2.313 -0.329
C -4.046 -1.074 2.187
C -4.083 1.202 0.484
H 2.616 4.186 2.292
H 0.420 2.594 -0.175
H 3.297 4.487 -2.260
H 2.123 3.778 -2.882
H -0.592 -1.714 1.967
H -1.009 1.872 -0.259
H 4.714 -0.867 1.699
H 3.455 -1.335 2.883
H 3.713 -2.338 1.431
H 4.514 0.898 0.457
H 3.194 1.408 -0.648
H 3.225 1.995 1.034
H -5.072 1.096 0.949
H -3.676 2.191 0.743
H -4.182 1.126 -0.606
H -5.079 -0.714 2.107
H -3.997 -2.133 1.901
H -3.709 -0.974 3.229
Cl 0.416 -0.035 4.322
*
```

Entry 4:
The following is a DFT calculation (ωB97M-V/def2-TZVPD) of a structure of composition C11H25ClNO6P2Y in a non-equilibrium geometry.

Output
highest occupied orbital energy: -6.853 eV
M: 453.6 g/mol
E_tot: -57723.165 eV
lowest unoccupied orbital energy: 0.2 eV
relative energy (zero: lowest compared OMol25 entry of this formula, charge and spin): 10.0 kcal per mole
frontier orbital gap: 7.0315 eV

ORCA input file:
```
! wB97M-V def2-TZVPD RIJCOSX def2/J DEFGRID3
* xyz 0 1
C 0.994 -1.322 -4.030
C 1.072 -0.983 -2.647
N -0.097 -0.905 -1.892
C -1.289 -1.087 -2.506
C -1.394 -1.406 -3.861
C -0.239 -1.508 -4.641
C 2.357 -0.671 -2.083
P 2.612 -0.334 -0.357
Y 0.030 -0.274 0.539
P -2.565 0.145 -0.238
C -2.624 -0.916 -1.774
O 1.950 2.353 -3.145
O -0.620 2.497 -2.446
H 1.939 -1.360 -4.585
H -2.389 -1.502 -4.292
H -0.318 -1.684 -5.712
C 3.416 -1.792 0.395
C 3.794 1.030 -0.183
H -3.338 -0.415 -2.452
H -3.064 -1.897 -1.511
H 2.251 1.430 -3.012
H 3.219 -0.829 -2.749
C -3.667 -0.778 0.881
C -3.579 1.552 -0.747
H 0.320 1.975 0.548
H -0.925 3.419 -2.569
H 0.299 2.484 -2.850
H 2.269 2.601 -4.038
H -0.264 -2.174 0.755
H -0.077 1.863 -0.127
H 4.442 -1.871 0.008
H 3.444 -1.678 1.491
H 2.856 -2.704 0.155
H 4.806 0.677 -0.433
H 3.525 1.880 -0.823
H 3.780 1.373 0.864
H -4.592 1.202 -0.989
H -3.627 2.254 0.097
H -3.135 2.068 -1.607
H -4.694 -0.735 0.495
H -3.340 -1.821 0.980
H -3.622 -0.299 1.872
O 0.025 -1.341 4.573
Cl 0.014 0.030 4.160
O -1.211 0.693 4.481
O 1.171 0.748 4.593
O 0.086 0.011 2.602
*
```

Entry 5:
The following is a DFT calculation (ωB97M-V/def2-TZVPD) of a structure of composition C11H25CuNO3 in a non-equilibrium geometry.

Output
highest occupied orbital energy: -3.440 eV
M: 282.9 g/mol
E_tot: -64080.251 eV
lowest unoccupied orbital energy: 2.6 eV
frontier orbital gap: 5.9958 eV

ORCA input file:
```
! wB97M-V def2-TZVPD RIJCOSX def2/J DEFGRID3
* xyz -1 1
Cu 1.051 2.455 0.735
C 2.404 2.095 3.299
O 2.148 3.303 2.633
H 3.164 1.451 2.856
H 2.913 2.225 4.254
H 1.483 1.524 3.414
C 2.516 1.642 -1.801
O 1.830 2.864 -1.523
H 2.630 1.353 -2.846
H 3.525 1.780 -1.414
H 2.200 0.794 -1.193
C -1.277 -2.226 1.160
C -0.093 -1.319 0.658
C 0.483 -2.027 -0.615
C -0.309 -1.841 -1.984
C -0.755 -0.348 -2.110
C -1.459 0.231 -0.887
N -0.552 0.080 0.292
O -0.998 0.817 1.352
C -1.671 1.677 -1.206
C -2.924 -0.306 -0.772
C 1.102 -1.213 1.634
H -1.513 -2.972 0.401
H -1.065 -2.767 2.082
H -2.097 -1.603 1.518
H 1.520 -1.689 -0.625
H 0.636 -3.094 -0.455
H 0.415 -2.147 -2.739
H -1.252 -2.354 -1.796
H -1.397 -0.387 -2.990
H 0.065 0.268 -2.478
H -2.292 2.214 -0.489
H -2.212 1.718 -2.151
H -0.740 2.242 -1.243
H -2.972 -1.390 -0.871
H -3.602 0.083 -1.532
H -3.433 -0.133 0.177
H 0.977 -0.692 2.583
H 1.539 -2.192 1.829
H 1.829 -0.466 1.316
H -1.819 0.351 1.528
*
```

Entry 6:
The following is a DFT calculation (ωB97M-V/def2-TZVPD) of a structure of composition C11H25FeN5O7 in a non-equilibrium geometry.

Output
highest occupied orbital energy (spin up / spin down): -11.751 / -12.170 eV
M: 395.2 g/mol
E_tot: -67965.981 eV
lowest unoccupied orbital energy (spin up / spin down): -4.7 / -6.0 eV
relative energy (zero: lowest compared OMol25 entry of this formula, charge and spin): 72.1 kcal per mole
frontier orbital gap (spin up / spin down): 7.0773 / 6.1999 eV

ORCA input file:
```
! wB97M-V def2-TZVPD RIJCOSX def2/J DEFGRID3
* xyz 1 6
O 1.802 -0.312 -4.176
H 0.908 -0.067 -4.555
Fe -0.897 0.249 -1.002
N -0.557 1.696 0.222
N 1.052 0.754 -1.491
N -1.631 -0.842 0.358
N -0.279 -1.688 -1.523
O -1.207 1.999 1.327
O -2.044 -0.418 1.580
O 0.733 -2.182 -2.257
O 1.897 0.112 -2.219
C 1.472 1.931 -0.978
C 0.551 2.472 -0.038
C -1.721 -2.188 0.174
C -0.937 -2.680 -0.897
C 0.795 3.660 0.823
H 1.234 3.367 1.795
H -0.162 4.179 0.993
H 1.485 4.348 0.316
C 2.799 2.511 -1.314
H 3.015 2.522 -2.389
H 3.587 1.985 -0.765
H 2.840 3.550 -0.985
C -2.373 -3.091 1.152
C -0.611 -4.104 -1.173
H -2.943 -2.537 1.902
H -1.654 -3.750 1.671
H -3.073 -3.767 0.641
H -0.009 -4.207 -2.078
H -1.498 -4.729 -1.300
H -0.069 -4.572 -0.344
H -1.790 0.581 1.580
H 1.276 -1.362 -2.484
C -2.405 0.794 -1.706
H -2.624 1.766 -1.255
H -3.168 0.085 -1.362
H -2.404 0.851 -2.811
O -3.399 3.970 1.356
H -4.181 3.636 0.886
H -2.736 3.250 1.296
C 1.456 -0.326 3.044
C 1.906 -0.940 1.758
N 3.090 -1.587 1.827
O 1.295 -0.893 0.681
H 1.671 -0.988 3.886
H 0.389 -0.131 2.996
H 1.974 0.623 3.207
H 3.490 -1.944 0.977
H 3.654 -1.583 2.658
*
```